(1)
The following is a DFT calculation (ωB97M-V/def2-TZVPD) of a gas-phase ion, C3H9N2O2 (charge +1).

charge: +1
orbital gap: 0.4212 Eh
SMILES: C[C@@H](OO)C(N)=[NH2+]
spin multiplicity: 1

Bonds (Å) are listed after each position.
Cartesian coordinates (Å):
1 C 1.07189 -1.28118 -0.56128  C2 1.630, H8 1.138, H9 1.048, H10 1.121
2 C 0.61015 -0.17574 0.54445  C1 1.630, O3 1.408, C5 1.489, H11 1.054
3 O 1.38246 0.98720 0.36342  C2 1.408, O4 1.375
4 O 0.68541 1.94015 1.06726  O3 1.375, H12 0.929
5 C -0.74025 0.07924 -0.02932  C2 1.489, N6 1.285, N7 1.347
6 N -1.63426 -0.81183 0.21195  C5 1.285, H13 1.012, H14 0.984
7 N -0.85338 1.12146 -0.87577  C5 1.347, H15 1.009, H16 0.984
8 H 1.26885 -2.25826 -0.01202  C1 1.138
9 H 1.89049 -0.81945 -1.02548  C1 1.048
10 H 0.23120 -1.42803 -1.28795  C1 1.121
11 H 0.71996 -0.59776 1.50415  C2 1.054
12 H 1.33965 2.32147 1.60553  O4 0.929
13 H -2.58044 -0.70496 -0.13188  N6 1.012
14 H -1.37835 -1.54451 0.81665  N6 0.984
15 H -1.66508 1.22072 -1.46726  N7 1.009
16 H -0.34831 1.95149 -0.72244  N7 0.984

***

(2)
The following is a DFT calculation (ωB97M-V/def2-TZVPD) of 2 unconnected molecules or ions with the total composition C3H9N2O2.

charge: +1
orbital gap: 0.3429 Eh
spin multiplicity: 1

Bonds (Å) are listed after each position.
Cartesian coordinates (Å):
1 C 0.87258 -1.09792 0.40224  C3 1.400, H8 1.139, H9 1.104, H10 1.157
2 C 0.84749 1.30868 -0.20060  C3 1.437, H11 1.048, H12 1.231, H13 1.063
3 C 0.52199 -0.06362 -0.47367  C1 1.400, C2 1.437, H14 1.015
4 N -2.79028 -0.72022 -0.24546  N5 1.267, O6 1.221, H15 0.968
5 N -1.72941 -0.05196 -0.06315  N4 1.267, O7 1.404
6 O -3.90488 -0.27897 -0.01461  N4 1.221
7 O -2.04599 1.22398 0.43039  N5 1.404, H16 1.038
8 H 0.76106 -0.69925 1.46360  C1 1.139
9 H 0.16593 -1.91944 0.19080  C1 1.104
10 H 1.95085 -1.29317 0.03210  C1 1.157
11 H 1.43537 1.70545 0.57063  C2 1.048
12 H -0.27320 1.73692 0.07477  C2 1.231
13 H 1.06216 1.78078 -1.12904  C2 1.063
14 H 0.21618 -0.21928 -1.42884  C3 1.015
15 H -2.73400 -1.62132 -0.59377  N4 0.968
16 H -3.04927 1.31110 0.17862  O7 1.038

***

(3)
The following is a DFT calculation (ωB97M-V/def2-TZVPD) of 2 unconnected molecules or ions with the total composition C3H9N2O2.

charge: +1
orbital gap: 0.4174 Eh
spin multiplicity: 1

Bonds (Å) are listed after each position.
Cartesian coordinates (Å):
1 C -0.38073 -1.85247 -1.64406  N4 1.460, H5 1.079, H6 1.079, H7 1.085
2 N 0.53202 1.61263 -0.96117  C3 1.300, H8 1.015, H9 1.013
3 C -0.10067 0.55415 -1.37207  N2 1.300, N4 1.309, H10 1.088
4 N 0.41097 -0.65054 -1.39851  C1 1.460, C3 1.309, H11 1.015
5 H 0.26462 -2.59984 -2.07955  C1 1.079
6 H -1.16339 -1.62274 -2.35098  C1 1.079
7 H -0.79881 -2.23951 -0.72105  C1 1.085
8 H 1.43786 1.57404 -0.50543  N2 1.015
9 H 0.10585 2.52587 -1.06780  N2 1.013
10 H -1.10928 0.69927 -1.75241  C3 1.088
11 H 1.32490 -0.77688 -0.97519  N4 1.015
12 O 0.97336 0.41279 2.01654  C13 1.193
13 C -0.07001 -0.16504 2.01343  O12 1.193, O14 1.355, H15 1.092
14 O -1.13011 0.33225 1.33222  C13 1.355, H16 0.963
15 H -0.27407 -1.10574 2.52910  C13 1.092
16 H -1.84324 -0.31560 1.32778  O14 0.963

***

The energy of each structure relative to the most stable one, in kcal/mol, is as follows: (1) 76.5; (2) 166.8; (3) 0.0.

***

(1)
The following is a DFT calculation (ωB97M-V/def2-TZVPD) of 2 unconnected molecules or ions with the total composition C5H10O2.

orbital gap: 0.3238 Eh
SMILES: C=C/C=C(/C)O.O
spin multiplicity: 1

Bonds (Å) are listed after each position.
Cartesian coordinates (Å):
1 C 2.70785 -0.29652 1.50075  C2 1.421, H7 1.057, H8 1.122
2 C 1.47009 -0.70953 0.93746  C1 1.421, C3 1.408, H9 1.080
3 C 0.86506 0.13887 -0.01002  C2 1.408, C4 1.367, H10 1.071
4 C -0.46877 0.43684 0.02712  C3 1.367, C5 1.499, O6 1.393
5 C -1.08387 1.41433 -0.92807  C4 1.499, H11 1.166, H12 1.128, H13 1.101
6 O -1.38023 -0.33125 0.74760  C4 1.393, H14 0.981
7 H 3.31514 -1.02064 1.97444  C1 1.057
8 H 2.78025 0.82319 1.50172  C1 1.122
9 H 1.08792 -1.69157 1.17352  C2 1.080
10 H 1.37434 0.83401 -0.64602  C3 1.071
11 H -0.57754 2.42157 -0.63053  C5 1.166
12 H -2.21006 1.40216 -0.98740  C5 1.128
13 H -0.61067 1.12336 -1.87868  C5 1.101
14 H -0.83538 -0.60060 1.51799  O6 0.981
15 O -2.05938 -1.63577 -1.69714  H16 0.945, H17 1.003
16 H -1.96858 -0.70726 -1.84590  O15 0.945
17 H -2.40617 -1.60119 -0.75685  O15 1.003

***

(2)
The following is a DFT calculation (ωB97M-V/def2-TZVPD) of a single C5H10O2 molecule.

orbital gap: 0.3313 Eh
SMILES: C[C@]1(O)C[C@@]1(C)O
spin multiplicity: 1

Bonds (Å) are listed after each position.
Cartesian coordinates (Å):
1 C 1.90130 -0.92139 -0.56175  C2 1.488, H8 1.095, H9 1.086, H10 1.099
2 C 1.02979 0.11802 0.04960  C1 1.488, O3 1.389, C4 1.468, C5 1.705
3 O 1.66649 1.33969 -0.12658  C2 1.389, H11 0.968
4 C 0.04642 0.11282 1.13931  C2 1.468, C5 1.509, H12 1.091, H13 1.088
5 C -0.65607 0.05505 -0.19453  C2 1.705, C4 1.509, C6 1.559, O7 1.403
6 C -2.09158 -0.54993 -0.14129  C5 1.559, H14 1.112, H15 1.095, H16 1.097
7 O -0.73304 1.20701 -0.99181  C5 1.403, H17 0.958
8 H 2.86232 -1.03682 -0.05043  C1 1.095
9 H 1.34965 -1.85470 -0.62996  C1 1.086
10 H 2.10901 -0.56154 -1.57917  C1 1.099
11 H 1.31486 1.98606 0.50308  O3 0.968
12 H -0.07327 1.00406 1.75698  C4 1.091
13 H 0.02376 -0.81774 1.70290  C4 1.088
14 H -2.69654 0.28456 0.27704  C6 1.112
15 H -2.55263 -0.77344 -1.10867  C6 1.095
16 H -2.27982 -1.38851 0.54097  C6 1.097
17 H -1.26147 1.87917 -0.56063  O7 0.958

***

(3)
The following is a DFT calculation (ωB97M-V/def2-TZVPD) of 3 unconnected molecules or ions with the total composition C5H10O2.

orbital gap: 0.3763 Eh
SMILES: C1=CCOC1.[H][H].C=O
spin multiplicity: 1

Bonds (Å) are listed after each position.
Cartesian coordinates (Å):
1 C -0.77852 -1.18582 0.90625  C2 1.328, C5 1.505, H6 1.085
2 C -0.71713 0.12533 1.10726  C1 1.328, C3 1.503, H7 1.084
3 C -1.20036 0.84335 -0.12097  C2 1.503, O4 1.423, H8 1.098, H9 1.102
4 O -1.35138 -0.17441 -1.10368  C3 1.423, C5 1.421
5 C -1.26207 -1.45455 -0.49391  C1 1.505, O4 1.421, H10 1.100, H11 1.101
6 H -0.55892 -1.96555 1.62803  C1 1.085
7 H -0.40862 0.63795 2.01175  C2 1.084
8 H -0.50155 1.60175 -0.49723  C3 1.098
9 H -2.16409 1.33894 0.07873  C3 1.102
10 H -0.56885 -2.07453 -1.08205  C5 1.100
11 H -2.23966 -1.96170 -0.50015  C5 1.101
12 H 2.02016 2.71010 -0.29360  H13 0.746
13 H 1.60479 3.29592 -0.49485  H12 0.746
14 C 2.02597 -0.43725 -0.29053  O15 1.206, H16 1.107, H17 1.109
15 O 2.62007 0.47466 0.22923  C14 1.206
16 H 1.30965 -0.28772 -1.12173  C14 1.107
17 H 2.17051 -1.48646 0.03748  C14 1.109

***

The energy of each structure relative to the most stable one, in kcal/mol, is as follows: (1) 0.0; (2) 13.6; (3) 9.6.

***

(1)
The following is a DFT calculation (ωB97M-V/def2-TZVPD) of 2 unconnected molecules or ions with the total composition C5H10O2.

orbital gap: 0.3804 Eh
SMILES: CC(=O)[C@H]1CCO1.[H][H]
spin multiplicity: 1

Bonds (Å) are listed after each position.
Cartesian coordinates (Å):
1 C 2.22430 -0.46885 0.53547  C2 1.506, H8 1.091, H9 1.095, H10 1.095
2 C 0.86417 -0.87617 0.03356  C1 1.506, O3 1.214, C4 1.522
3 O 0.45271 -2.01765 0.07426  C2 1.214
4 C -0.01613 0.21709 -0.55365  C2 1.522, C5 1.537, O7 1.434, H11 1.099
5 C -1.36177 0.44452 0.15311  C4 1.537, C6 1.536, H12 1.091, H13 1.092
6 C -0.78353 1.83191 0.46949  C5 1.536, O7 1.440, H14 1.097, H15 1.095
7 O 0.43025 1.54528 -0.25047  C4 1.434, C6 1.440
8 H 2.78349 -1.35582 0.83773  C1 1.091
9 H 2.76562 0.08444 -0.23940  C1 1.095
10 H 2.11457 0.21728 1.38191  C1 1.095
11 H -0.08425 0.04754 -1.63763  C4 1.099
12 H -2.23016 0.43895 -0.50793  C5 1.091
13 H -1.54898 -0.21338 1.00452  C5 1.092
14 H -0.58592 2.03377 1.52930  C6 1.097
15 H -1.31730 2.68344 0.03382  C6 1.095
16 H -2.15777 -2.30187 -1.64799  H17 0.746
17 H -1.54929 -2.31049 -1.21610  H16 0.746

***

(2)
The following is a DFT calculation (ωB97M-V/def2-TZVPD) of 2 unconnected molecules or ions with the total composition C5H10O2.

orbital gap: 0.3269 Eh
SMILES: C/C=C/O.C=CO
spin multiplicity: 1

Bonds (Å) are listed after each position.
Cartesian coordinates (Å):
1 C -2.48837 -1.09407 0.94438  C2 1.493, H5 1.095, H6 1.092, H7 1.101
2 C -1.53671 -0.48772 -0.03330  C1 1.493, C3 1.330, H8 1.078
3 C -0.28004 -0.87995 -0.22277  C2 1.330, O4 1.367, H9 1.095
4 O 0.21592 -0.85969 -1.49618  C3 1.367, H10 0.962
5 H -3.27215 -0.39718 1.25863  C1 1.095
6 H -1.95600 -1.54102 1.78609  C1 1.092
7 H -3.00885 -1.89966 0.40424  C1 1.101
8 H -1.99553 0.09943 -0.81193  C2 1.078
9 H 0.36309 -1.24858 0.58284  C3 1.095
10 H 1.17732 -0.84268 -1.53185  O4 0.962
11 C 2.20424 0.76755 0.67183  C12 1.326, H14 1.080, H15 1.087
12 C 1.60936 1.58131 -0.18981  C11 1.326, O13 1.360, H16 1.091
13 O 1.78086 1.42153 -1.52907  C12 1.360, H17 0.961
14 H 2.13029 0.95481 1.73249  C11 1.080
15 H 2.88164 -0.00411 0.31542  C11 1.087
16 H 0.99406 2.42607 0.12235  C12 1.091
17 H 1.18088 2.00396 -2.00338  O13 0.961

***

(3)
The following is a DFT calculation (ωB97M-V/def2-TZVPD) of 2 unconnected molecules or ions with the total composition C5H10O2.

orbital gap: 0.3810 Eh
SMILES: C=C[C@@H](C)O.C=O
spin multiplicity: 1

Bonds (Å) are listed after each position.
Cartesian coordinates (Å):
1 C 1.65956 -1.04800 -0.11215  C2 1.330, H6 1.087, H7 1.087
2 C 0.37098 -1.23390 0.15997  C1 1.330, C3 1.516, H8 1.092
3 C -0.76516 -0.78405 -0.73702  C2 1.516, C4 1.531, O5 1.410, H9 1.099
4 C -1.87558 -0.08158 0.04852  C3 1.531, H10 1.096, H11 1.097, H12 1.094
5 O -0.32729 0.00590 -1.81937  C3 1.410, H13 0.971
6 H 1.96328 -0.54256 -1.02565  C1 1.087
7 H 2.44282 -1.41240 0.54793  C1 1.087
8 H 0.07527 -1.76458 1.06718  C2 1.092
9 H -1.19255 -1.68710 -1.19450  C3 1.099
10 H -2.21576 -0.68550 0.89759  C4 1.096
11 H -1.52170 0.88453 0.42871  C4 1.097
12 H -2.72886 0.11046 -0.60838  C4 1.094
13 H -0.06803 0.86856 -1.45759  O5 0.971
14 C 1.04778 1.83828 0.95769  O15 1.208, H16 1.106, H17 1.106
15 O 0.74011 2.20335 -0.15176  C14 1.208
16 H 0.31621 1.38931 1.65440  C14 1.106
17 H 2.07891 1.93928 1.34441  C14 1.106

***

The energy of each structure relative to the most stable one, in kcal/mol, is as follows: (1) 10.4; (2) 13.2; (3) 0.0.